Entry from OMol25: the molecule C4H11NOS (ωB97M-V with the def2-TZVPD basis set).

ORCA input file:
```
! wB97M-V def2-TZVPD RIJCOSX def2/J DEFGRID3
* xyz 0 1
N 0.243 -1.394 -0.365
C 0.226 -0.118 0.384
C -0.658 -0.205 1.726
O 0.089 -1.080 2.616
C -0.507 1.099 -0.364
C -0.265 1.174 -1.844
S 1.572 0.799 -2.306
H -0.534 -2.077 -0.054
H 1.169 -1.905 -0.170
H 1.273 0.136 0.745
H -0.539 0.632 2.313
H -1.703 -0.566 1.532
H 0.904 -1.293 2.095
H 0.123 1.780 0.211
H -1.614 1.126 -0.116
H -0.774 0.295 -2.291
H -0.562 2.104 -2.226
H 1.557 -0.508 -1.884
*
```

Calculated values
LUMO energy = 0.023 Eh
relative energy (zero: lowest compared OMol25 entry of this formula, charge and spin) = 2.554 eV

Entry from OMol25: the ion C4H11NP with charge +1 (ωB97M-V with the def2-TZVPD basis set).

ORCA input file:
```
! wB97M-V def2-TZVPD RIJCOSX def2/J DEFGRID3
* xyz 1 1
C -1.400 0.698 0.669
N -0.217 0.193 -0.089
C -0.316 -1.261 -0.540
C 0.451 1.173 -0.956
C 1.106 0.759 0.439
P 2.560 -0.282 0.291
H -2.322 0.435 0.164
H -1.504 0.407 1.763
H -1.233 1.783 0.710
H 0.561 -1.636 -1.051
H -0.569 -1.681 0.421
H -1.130 -1.306 -1.242
H 0.173 2.182 -0.968
H 0.996 0.754 -1.723
H 1.048 1.419 1.232
H 3.168 0.455 1.319
H 3.115 0.546 -0.822
*
```

Calculated values
LUMO energy = -0.106 Eh
relative energy (zero: lowest compared OMol25 entry of this formula, charge and spin) = 2.252 eV

Entry from OMol25: a structure of composition C4H11NP (ωB97M-V with the def2-TZVPD basis set).

ORCA input file:
```
! wB97M-V def2-TZVPD RIJCOSX def2/J DEFGRID3
* xyz 1 3
C 1.194 1.164 -0.475
C 0.350 1.302 -1.774
C 0.397 -0.085 -0.223
C -1.300 -0.415 2.391
N -0.114 -0.145 -1.684
P -0.984 -0.248 0.801
H 2.237 1.010 -0.493
H 1.031 1.987 0.224
H -0.581 1.926 -1.514
H 0.763 1.788 -2.691
H 1.086 -2.252 1.824
H 0.762 -2.925 2.032
H -2.019 -1.035 2.794
H -0.635 0.196 3.053
H -0.995 -0.513 -1.949
H 0.545 -0.618 -2.313
H -1.738 -1.137 -0.005
*
```

Calculated values
LUMO energy (alpha / beta) = -0.122 / -0.219 Eh
relative energy (zero: lowest compared OMol25 entry of this formula, charge and spin) = 2.261 eV

Entry from OMol25: the molecule C4H11NS (ωB97M-V with the def2-TZVPD basis set).

ORCA input file:
```
! wB97M-V def2-TZVPD RIJCOSX def2/J DEFGRID3
* xyz 0 1
C -2.326 0.732 -0.281
C -1.879 -0.664 -0.034
S -0.209 -1.175 -0.356
C 0.689 -0.063 0.610
C 2.207 -0.205 0.437
N 2.570 0.127 -0.877
H -1.904 1.402 0.491
H -3.413 0.838 -0.418
H -1.985 0.894 -1.283
H -2.439 -1.454 -0.459
H -2.065 -0.857 1.106
H 0.387 0.944 0.355
H 0.485 -0.215 1.649
H 2.506 -1.273 0.687
H 2.736 0.392 1.122
H 2.199 -0.568 -1.628
H 2.441 1.147 -1.122
*
```

Calculated values
LUMO energy = 0.037 Eh
relative energy (zero: lowest compared OMol25 entry of this formula, charge and spin) = 1.018 eV

Entry from OMol25: a cluster of 3 separate species, C4H11NS in total (ωB97M-V with the def2-TZVPD basis set).

ORCA input file:
```
! wB97M-V def2-TZVPD RIJCOSX def2/J DEFGRID3
* xyz 0 1
C -1.277 -0.017 1.849
C -0.339 0.941 1.107
C -0.003 -0.542 1.171
S -1.632 -0.052 -1.411
C 2.293 -0.219 -1.122
N 2.424 -0.049 0.265
H -1.282 0.158 2.923
H -2.259 -0.068 1.407
H -0.265 1.208 0.063
H 0.482 1.398 1.637
H -0.097 -1.454 0.591
H 0.832 -0.768 1.825
H -1.617 -0.028 -2.732
H 1.847 -1.172 -1.414
H 3.110 -0.048 -1.815
H 3.388 0.111 0.589
H 1.490 0.589 -0.930
*
```

Calculated values
LUMO energy = -0.138 Eh
relative energy (zero: lowest compared OMol25 entry of this formula, charge and spin) = 9.021 eV

Entry from OMol25: the molecule C4H11NS (ωB97M-V with the def2-TZVPD basis set).

ORCA input file:
```
! wB97M-V def2-TZVPD RIJCOSX def2/J DEFGRID3
* xyz 0 1
N -1.536 1.157 2.069
C -0.242 0.482 1.843
C 0.672 1.083 0.706
C 0.112 0.997 -0.620
C -0.420 -0.306 -1.364
S 0.767 -1.738 -1.381
H -2.199 0.938 1.340
H -1.424 2.187 1.907
H -0.043 -0.715 1.620
H 0.296 0.561 2.822
H 1.700 0.609 0.779
H 0.701 2.169 0.986
H -0.885 1.589 -0.765
H 0.811 1.458 -1.346
H -1.233 -0.667 -0.754
H -0.851 0.045 -2.328
H 0.882 -2.000 -0.040
*
```

Calculated values
LUMO energy = 0.031 Eh
relative energy (zero: lowest compared OMol25 entry of this formula, charge and spin) = 1.572 eV

Entry from OMol25: a cluster of 2 separate species, C4H11NS in total (ωB97M-V with the def2-TZVPD basis set).

ORCA input file:
```
! wB97M-V def2-TZVPD RIJCOSX def2/J DEFGRID3
* xyz 0 1
C -0.071 -2.823 -0.095
C -0.138 -1.376 0.338
C 0.995 -0.739 0.708
N 0.974 0.648 1.237
H 1.012 -3.122 -0.274
H -0.390 -3.415 0.777
H -0.618 -3.054 -1.018
H -1.143 -0.993 0.414
H 1.976 -1.175 0.468
H 1.402 0.722 2.183
H -0.036 0.893 1.386
C -0.360 2.350 -1.385
S -1.793 1.896 -0.345
H 0.188 3.228 -1.024
H 0.332 1.515 -1.402
H -0.664 2.496 -2.434
H -1.666 2.947 0.466
*
```

Calculated values
LUMO energy = 0.033 Eh
relative energy (zero: lowest compared OMol25 entry of this formula, charge and spin) = 1.169 eV

Entry from OMol25: a cluster of 2 separate species, C4H11NS in total (ωB97M-V with the def2-TZVPD basis set).

ORCA input file:
```
! wB97M-V def2-TZVPD RIJCOSX def2/J DEFGRID3
* xyz 0 1
C 0.895 2.016 1.922
C 0.502 2.798 0.845
N -0.690 2.926 0.103
H 0.157 1.789 2.640
H 1.958 1.965 2.060
H 1.354 3.150 0.132
H -1.417 2.147 0.413
H -0.463 3.057 -0.908
C 1.172 -2.144 -1.322
S -0.160 -1.202 -0.216
C -1.616 -2.181 -0.321
H 2.068 -2.085 -0.596
H 0.820 -3.162 -1.317
H 1.338 -1.705 -2.267
H -2.523 -1.799 -0.810
H -1.829 -2.498 0.680
H -1.563 -3.070 -1.038
*
```

Calculated values
LUMO energy = 0.034 Eh
relative energy (zero: lowest compared OMol25 entry of this formula, charge and spin) = 2.573 eV

Entry from OMol25: a cluster of 2 separate species, C4H11NS in total (ωB97M-V with the def2-TZVPD basis set).

ORCA input file:
```
! wB97M-V def2-TZVPD RIJCOSX def2/J DEFGRID3
* xyz 1 2
C -2.337 -1.870 -1.492
S -0.989 -0.730 -1.146
C 0.408 -1.839 -1.566
H -1.873 -2.899 -1.681
H -3.025 -1.969 -0.626
H -2.904 -1.586 -2.400
H -0.108 -2.842 -1.929
H 1.121 -2.058 -0.767
H 0.760 -1.386 -2.433
C 0.945 2.016 0.612
C 1.578 2.329 1.795
N 1.181 1.929 3.082
H 0.084 1.419 0.485
H 1.325 2.476 -0.340
H 2.469 2.967 1.822
H 0.397 1.213 3.086
H 0.967 2.831 3.498
*
```

Calculated values
LUMO energy (alpha / beta) = -0.135 / -0.317 Eh
relative energy (zero: lowest compared OMol25 entry of this formula, charge and spin) = 1.955 eV

Entry from OMol25: the molecule C4H11NS2 (ωB97M-V with the def2-TZVPD basis set).

ORCA input file:
```
! wB97M-V def2-TZVPD RIJCOSX def2/J DEFGRID3
* xyz 0 1
C -1.839 1.776 0.797
C -1.475 0.340 0.496
N -0.062 0.177 0.177
C 0.296 -1.206 -0.057
C 1.800 -1.519 0.165
S 2.961 -0.282 -0.458
S 2.232 0.039 -2.386
H -1.368 2.187 1.683
H -2.920 1.860 0.686
H -1.439 2.428 0.004
H -2.118 -0.157 -0.256
H -1.726 -0.303 1.355
H 0.149 0.783 -0.603
H -0.261 -1.753 0.707
H -0.025 -1.616 -1.024
H 1.872 -1.621 1.246
H 2.055 -2.460 -0.319
H 1.867 1.326 -2.213
*
```

Calculated values
LUMO energy = 0.018 Eh
relative energy (zero: lowest compared OMol25 entry of this formula, charge and spin) = 0.737 eV

Entry from OMol25: the molecule C4H11NS2 (ωB97M-V with the def2-TZVPD basis set).

ORCA input file:
```
! wB97M-V def2-TZVPD RIJCOSX def2/J DEFGRID3
* xyz 0 1
C -1.750 1.803 -1.828
C -0.881 0.778 -1.002
S -0.924 -1.048 -1.513
S -1.227 -1.976 0.401
C 0.607 -2.027 0.868
C 1.053 -0.696 1.664
N 1.633 0.455 0.888
H -1.094 2.601 -2.107
H -2.509 2.346 -1.246
H -2.086 1.231 -2.809
H -1.132 0.807 0.062
H 0.186 1.233 -0.932
H 1.345 -2.261 -0.036
H 0.512 -2.930 1.520
H 1.808 -1.005 2.409
H 0.076 -0.417 2.239
H 1.991 0.195 -0.026
H 2.393 0.912 1.447
*
```

Calculated values
LUMO energy = 0.019 Eh
relative energy (zero: lowest compared OMol25 entry of this formula, charge and spin) = 1.767 eV

Entry from OMol25: the molecule C4H11NS2 (ωB97M-V with the def2-TZVPD basis set).

ORCA input file:
```
! wB97M-V def2-TZVPD RIJCOSX def2/J DEFGRID3
* xyz 0 1
C 0.151 -3.294 0.770
C 0.696 -1.904 0.598
S -0.752 -0.662 0.400
S -0.751 1.080 1.367
C -1.171 2.310 0.012
C -0.321 1.998 -1.262
N 1.103 1.836 -1.085
H 0.555 -4.139 0.205
H -0.940 -3.297 0.791
H 0.394 -3.581 1.801
H 1.233 -1.667 -0.332
H 1.380 -1.702 1.432
H -0.939 3.342 0.270
H -2.239 2.181 -0.178
H -0.433 2.907 -1.876
H -0.706 1.163 -1.842
H 1.484 2.501 -0.420
H 1.257 0.929 -0.652
*
```

Calculated values
LUMO energy = 0.029 Eh
relative energy (zero: lowest compared OMol25 entry of this formula, charge and spin) = 1.227 eV

Entry from OMol25: the molecule C4H11NSi (ωB97M-V with the def2-TZVPD basis set).

ORCA input file:
```
! wB97M-V def2-TZVPD RIJCOSX def2/J DEFGRID3
* xyz 0 1
C 2.698 0.272 -0.356
N 1.626 -0.136 0.234
Si -0.101 0.191 0.100
C -0.707 -1.643 0.056
C -0.770 0.761 -1.636
C -0.219 1.473 1.552
H 3.754 -0.005 -0.129
H 2.499 0.690 -1.414
H -0.222 -2.309 0.906
H -1.749 -1.765 0.035
H -0.451 -2.114 -0.996
H -1.842 0.836 -1.604
H -0.256 1.684 -2.091
H -0.395 -0.150 -2.201
H 0.536 2.289 1.467
H -1.207 1.967 1.713
H -0.006 1.035 2.506
*
```

Calculated values
LUMO energy = 0.032 Eh
relative energy (zero: lowest compared OMol25 entry of this formula, charge and spin) = 1.126 eV

Entry from OMol25: the molecule C4H11NSi (ωB97M-V with the def2-TZVPD basis set).

ORCA input file:
```
! wB97M-V def2-TZVPD RIJCOSX def2/J DEFGRID3
* xyz 0 1
H 0.959 3.671 -0.613
N 0.620 2.674 -0.381
C 1.322 1.663 -0.117
Si 0.022 -0.224 0.074
C 0.892 -1.748 0.929
C -0.496 -0.450 -1.765
C -1.599 -0.065 1.149
H 2.484 1.700 -0.074
H 0.448 -2.678 1.050
H 1.732 -1.889 0.232
H 1.353 -1.346 1.950
H -0.086 -1.254 -2.418
H -1.602 -0.227 -1.791
H -0.037 0.502 -2.241
H -2.117 -1.011 0.985
H -1.628 -0.014 2.286
H -2.266 0.697 0.746
*
```

Calculated values
LUMO energy = 0.039 Eh
relative energy (zero: lowest compared OMol25 entry of this formula, charge and spin) = 2.536 eV